ORCA calculation (ωB97M-V/def2-TZVPD) on a structure of composition C31H48CoN2O2PSb.

Last column: Mulliken charge in e.
Cartesian coordinates (Å):
1 Sb 1.46 -0.27 -1.35  0.150
2 Co 0.23 0.89 0.78  0.701
3 P -0.75 1.37 2.73  1.066
4 O 3.58 2.50 2.36  -0.765
5 O 1.97 1.08 1.72  -0.492
6 N 0.78 3.04 0.33  -0.566
7 N 2.12 3.16 0.79  -0.185
8 C -0.83 -1.74 -2.75  -2.057
9 C 1.36 -2.56 -3.58  -1.587
10 C 3.37 -1.54 0.56  -1.642
11 C -2.50 1.00 3.02  0.795
12 C -3.61 0.36 -1.10  -1.424
13 C 0.12 1.82 -3.04  -1.164
14 C -1.92 -0.99 0.66  2.762
15 C 1.53 1.23 -2.98  2.026
16 C -1.48 0.26 0.11  2.049
17 C -1.55 -2.85 2.19  -0.467
18 C 4.38 0.39 -0.62  -1.657
19 C -3.61 -2.73 0.95  -0.828
20 C 4.21 -1.80 -1.78  -1.838
21 C 2.60 2.19 1.72  0.074
22 C -1.12 -1.69 1.59  -1.582
23 C 0.10 0.62 4.16  -1.634
24 C -3.20 -1.53 0.34  1.168
25 C -2.82 -3.37 1.86  -1.087
26 C -2.35 0.90 -0.74  -0.901
27 C -4.03 -0.83 -0.58  -1.223
28 C 1.89 0.69 -4.36  -1.997
29 C -3.47 1.77 2.37  -0.665
30 C -5.21 0.39 3.30  -0.596
31 C 3.52 -0.86 -0.80  1.831
32 C -2.91 -0.07 3.81  -0.355
33 C 0.61 -2.07 -2.34  1.887
34 C 2.53 2.33 -2.60  -1.761
35 C -4.25 -0.38 3.95  -0.565
36 C 0.59 -3.20 -1.31  -1.844
37 C -0.61 3.14 3.20  -1.493
38 C -4.82 1.46 2.51  -0.641
39 H 0.44 3.41 3.17  0.387
40 H 3.73 -2.78 -1.80  0.352
41 H 2.97 -0.85 1.30  0.121
42 H 1.14 0.94 4.12  0.418
43 H -0.86 -1.00 -3.54  0.242
44 H 2.39 -2.84 -3.38  0.248
45 H 4.68 0.82 -1.58  0.319
46 H 2.42 4.10 1.03  0.213
47 H -6.26 0.15 3.40  0.397
48 H 2.51 2.60 -1.55  0.350
49 H 1.11 0.04 -4.76  0.391
50 H 2.32 3.22 -3.20  0.473
51 H 0.77 3.31 -0.65  0.234
52 H -0.21 2.19 -2.07  -0.276
53 H -0.13 -1.31 1.83  -0.269
54 H 2.73 -2.42 0.51  0.275
55 H 0.09 -0.47 4.08  0.367
56 H 1.99 1.54 -5.05  0.488
57 H -3.16 -4.29 2.33  0.350
58 H -4.55 -1.22 4.55  0.417
59 H 0.08 -4.07 -1.74  0.509
60 H -2.17 -0.69 4.31  0.203
61 H 3.55 2.02 -2.83  0.323
62 H -4.59 -3.13 0.70  0.425
63 H 1.60 -3.51 -1.04  0.261
64 H -4.99 -1.25 -0.83  0.408
65 H 4.36 -1.87 0.91  0.508
66 H -0.92 -3.37 2.89  0.455
67 H -4.25 0.90 -1.79  0.368
68 H -1.30 -2.65 -3.14  0.576
69 H -1.43 -1.39 -1.92  0.710
70 H 2.84 0.15 -4.36  0.269
71 H 3.89 1.16 -0.02  0.128
72 H -1.18 3.77 2.50  0.364
73 H -3.17 2.59 1.73  0.129
74 H 0.14 3.65 0.83  0.316
75 H 4.24 -1.40 -2.79  0.267
76 H 5.24 -1.96 -1.45  0.492
77 H 0.06 -2.91 -0.40  0.359
78 H -5.56 2.06 2.00  0.397
79 H 1.36 -1.83 -4.39  0.224
80 H -0.61 1.08 -3.36  0.232
81 H 0.10 2.65 -3.75  0.577
82 H -1.00 3.32 4.20  0.490
83 H -0.36 0.92 5.10  0.450
84 H 5.30 0.11 -0.09  0.562
85 H -2.09 1.86 -1.16  0.511
86 H 0.84 -3.45 -3.96  0.500

Output
⟨S²⟩ ... 0.777
LUMO (spin up / spin down) ... 0.39 / 0.39 eV
Spin multiplicity ... 2
DFT total energy ... -93455.01630 eV